Below is a single C3H3BrO molecule in a non-equilibrium geometry, with properties calculated with ωB97M-V with the def2-TZVPD basis set.

Properties
- LUMO energy (hartree) = 0.000
- relative energy (zero: lowest compared OMol25 entry of this formula, charge and spin) (kcal per mole) = 62.4
- strongest force on any atom (eV/A) = 4.7
- frontier orbital gap (eV) = 9.51

ORCA input file:
```
! wB97M-V def2-TZVPD RIJCOSX def2/J DEFGRID3
* xyz 0 1
C 1.04854 0.21450 1.10819
C 0.23453 -0.49242 0.31045
C -1.40375 -0.31524 -1.39193
O -0.46698 0.27684 -0.63089
Br -1.93029 1.02726 -2.55547
H 1.55929 -0.39150 1.77589
H -0.12203 -1.54364 0.19404
H 1.08069 1.22420 1.18974
*
```